Density functional theory data (ωB97M-V/def2-TZVPD) for a 2-piece molecular cluster, C14H36B2N2O4 overall.

Cartesian coordinates (Å):
C1 1.004658 -1.954971 3.394532
C2 1.075543 -2.299563 1.909611
C3 2.142543 -1.493794 1.170910
C4 1.788163 0.003347 0.988619
C5 2.846276 0.897679 1.635869
N1 1.578637 0.414457 -0.410885
C6 0.625503 -0.404273 -1.149932
C7 -0.800580 -0.309668 -0.612080
N2 -1.616007 -1.404875 -1.079545
C8 -2.458841 -2.107341 -0.112271
C9 -2.244896 -3.616884 -0.157943
O1 -1.287822 0.945568 -1.056756
C10 -2.530426 1.292105 -0.489243
B1 -2.903612 2.812707 -0.648313
O2 -2.064786 3.624054 -1.357930
C11 -4.239007 3.368441 -0.004310
C12 -4.516765 2.850530 1.414294
B2 2.829692 0.638985 -1.147464
O3 3.416605 -0.454057 -1.765319
C13 3.459866 2.071287 -1.349906
C14 4.949386 2.217947 -0.982330
H1 0.936449 -0.876956 3.557589
H2 1.893948 -2.316053 3.915987
H3 0.138859 -2.419435 3.869321
H4 1.286065 -3.367433 1.804320
H5 0.094917 -2.136409 1.450995
H6 3.066858 -1.560438 1.756220
H7 2.366896 -1.946485 0.204716
H8 0.857460 0.197730 1.532989
H9 2.700889 1.941608 1.359248
H10 2.764923 0.830069 2.722578
H11 3.861323 0.580142 1.378946
H12 0.927921 -1.458083 -1.228145
H13 0.565618 -0.013812 -2.170183
H14 -0.821126 -0.280192 0.487216
H15 -1.056177 -2.075620 -1.588399
H16 -2.248341 -1.732501 0.896933
H17 -3.514821 -1.887407 -0.302153
H18 -1.383234 -3.913321 0.443454
H19 -3.119881 -4.152562 0.211132
H20 -2.057545 -3.939075 -1.184178
H21 -2.565759 1.002896 0.574488
H22 -3.347798 0.716500 -0.961417
H23 -2.496324 4.349263 -1.811996
H24 -5.069445 3.050553 -0.649302
H25 -4.241075 4.462228 -0.018065
H26 -5.362957 3.364370 1.871580
H27 -3.648891 2.970397 2.065500
H28 -4.759715 1.786405 1.398943
H29 4.375421 -0.454813 -1.748553
H30 2.867389 2.810785 -0.810949
H31 3.335557 2.304217 -2.414286
H32 5.464194 2.924214 -1.634106
H33 5.499889 1.274259 -1.048802
H34 5.063201 2.577444 0.040691
O4 -1.028537 -3.334204 -3.695078
H35 -1.038362 -2.453243 -4.083316
H36 -1.361919 -3.916721 -4.383523

Forces on atoms 1 to 6 (eV/Å):
C -0.03 -0.07 0.01
C -0.06 -0.05 -0.01
C 0.12 0.01 0.24
C 0.02 0.17 0.04
C -0.09 -0.02 0.17
N -0.03 -0.18 -0.31

The value obtained for the HOMO energy is -8.147 eV. The total charge is 0. As for the HOMO-LUMO gap: 8.753 eV. For the total energy, the calculation gives -1015.29680 Ha.

Mulliken population analysis, charges in e, atoms 1 to 5: number 1, C, carries -1.450; number 2, C, carries 0.311; number 3, C, carries -0.854; number 4, C, carries 0.289; number 5, C, carries -1.801